No. 1
The molecule C5H5NO2 at a distorted geometry. Source: the OMol25 dataset; level of theory: wB97M-V/def2-TZVPD.

```
13
Properties=species:S:1:pos:R:3
O 0.22 2.38 0.51
C -0.13 1.21 0.01
C -0.86 0.29 0.78
C -0.61 -0.95 0.32
O -1.10 -2.10 0.74
N -0.10 -0.79 -1.13
C 0.19 0.65 -1.24
C 1.25 -0.33 -1.49
H 0.13 2.48 1.43
H -1.40 0.36 1.78
H -1.33 -2.10 1.68
H 1.55 -0.58 -2.59
H 2.17 -0.53 -0.80
```

Properties
SMILES: Oc1cc(O)n2c1C2
HOMO in Eh: -0.2883
Total energy in a.u.: -398.60474
Lowest unoccupied orbital energy in eV: 0.4732
Energy above the lowest of the compared OMol25 structures with the same formula, charge and spin in kcal/mol: 109.0

Here are the Mulliken charges for atoms 1 to 5, given in e:
1 O -0.49
2 C 0.65
3 C -0.38
4 C 0.27
5 O -0.47

=====

No. 2
A structure of composition C20H24BrN5O3RuS. Source: the OMol25 dataset; level of theory: wB97M-V/def2-TZVPD.

```
55
Properties=species:S:1:pos:R:3
Ru -1.36 -0.77 -0.20
C 2.73 -2.86 3.55
C 1.29 -3.13 3.97
N 0.41 -3.36 2.82
C -0.17 -2.38 2.14
S -1.22 -2.82 0.78
N 0.03 -1.12 2.43
N -0.82 -0.33 1.72
C -1.17 0.81 2.20
C -0.64 1.41 3.45
C -2.30 1.38 1.48
C -2.99 2.53 1.80
C -4.17 2.81 1.12
C -4.63 1.94 0.15
C -3.87 0.83 -0.16
N -2.74 0.56 0.50
H 3.35 -2.70 4.43
H 2.79 -1.97 2.92
H 3.14 -3.71 3.00
H 0.89 -2.29 4.53
H 1.22 -4.01 4.60
H 0.27 -4.30 2.50
H 0.23 0.86 3.80
H -1.41 1.40 4.23
H -0.36 2.45 3.27
H -2.62 3.18 2.58
H -4.73 3.71 1.36
H -5.55 2.12 -0.39
H -4.14 0.15 -0.96
C 1.92 -2.39 -1.31
N 1.23 -2.47 -2.59
C 2.01 -2.96 -3.72
C -0.05 -2.22 -2.73
O -0.85 -1.87 -1.83
H 2.85 -1.85 -1.45
H 2.16 -3.40 -0.96
H 1.32 -1.89 -0.57
H 2.26 -4.01 -3.58
H 2.93 -2.38 -3.79
H 1.45 -2.84 -4.64
H -0.45 -2.36 -3.74
Br -2.10 3.46 -2.88
C -0.23 3.30 -2.70
C 0.55 4.31 -3.24
C 1.93 4.29 -3.10
C 2.55 3.26 -2.40
C 1.79 2.25 -1.86
C 0.39 2.25 -2.01
C -0.33 1.12 -1.43
O 0.24 0.36 -0.54
O -1.51 0.76 -1.69
H 0.06 5.12 -3.77
H 2.51 5.08 -3.53
H 3.63 3.25 -2.29
H 2.26 1.44 -1.31
```

Properties
Charge: +2
HOMO in Eh: -0.5252
Total energy in a.u.: -4342.59540
Lowest unoccupied orbital energy in eV: -7.9674
Energy above the lowest of the compared OMol25 structures with the same formula, charge and spin in kcal/mol: 12.5

Here are the Mulliken charges for atoms 1 to 5, given in e:
1 Ru 0.40
2 C -1.03
3 C -0.39
4 N -0.20
5 C 0.46

=====

No. 3
A cluster of 4 separate species, C21H46ClN4O7 in total at a distorted geometry. Source: the OMol25 dataset; level of theory: wB97M-V/def2-TZVPD.

```
79
Properties=species:S:1:pos:R:3
C -2.74 3.93 1.79
C -1.29 3.51 2.04
C -1.24 2.07 2.55
C 0.14 1.42 2.47
C 0.37 0.52 1.24
N -0.13 1.12 0.00
C -1.41 0.81 -0.65
C -1.92 -0.60 -0.41
O -1.98 -1.39 -1.32
Cl -2.51 -1.08 1.19
C 0.59 2.06 -0.58
N 0.25 2.72 -1.71
C 1.19 3.56 -1.94
N 2.15 3.50 -1.03
N 1.77 2.54 -0.15
H -2.89 4.98 1.98
H -3.01 3.76 0.75
H -3.41 3.35 2.40
H -0.76 3.63 1.09
H -0.83 4.18 2.75
H -1.51 2.11 3.59
H -2.01 1.50 2.06
H 0.24 0.77 3.33
H 0.91 2.18 2.55
H 0.00 -0.47 1.38
H 1.45 0.43 1.14
H -2.16 1.51 -0.30
H -1.34 0.93 -1.71
H 1.21 4.24 -2.76
H 3.01 4.02 -0.95
H 2.33 2.28 0.64
C -2.42 -0.21 -4.61
O -3.15 0.99 -4.46
C -2.35 2.16 -4.52
C -2.42 2.82 -5.88
O -1.84 2.01 -6.89
C -2.80 1.32 -7.67
H -3.13 -1.02 -4.77
H -1.73 -0.17 -5.46
H -1.85 -0.42 -3.70
H -1.31 1.92 -4.27
H -2.73 2.86 -3.77
H -1.84 3.75 -5.85
H -3.45 3.08 -6.13
H -3.29 2.00 -8.37
H -3.56 0.83 -7.05
H -2.27 0.56 -8.25
C 5.74 0.87 6.52
O 5.54 -0.21 5.63
C 4.20 -0.67 5.58
C 3.48 -0.15 4.36
O 3.32 1.26 4.39
C 4.27 1.94 3.59
H 6.72 1.29 6.32
H 4.99 1.66 6.39
H 5.71 0.52 7.56
H 3.66 -0.38 6.49
H 4.23 -1.76 5.54
H 2.48 -0.59 4.33
H 4.01 -0.46 3.45
H 4.03 1.83 2.52
H 5.29 1.57 3.76
H 4.24 3.00 3.85
C -1.90 -6.02 1.12
O -0.64 -6.52 0.70
C -0.74 -7.40 -0.41
C -0.37 -6.71 -1.71
O -1.31 -5.69 -2.04
C -0.85 -4.39 -1.71
H -1.71 -5.19 1.81
H -2.49 -5.65 0.28
H -2.46 -6.79 1.65
H -1.74 -7.83 -0.48
H -0.03 -8.22 -0.24
H -0.39 -7.44 -2.51
H 0.64 -6.30 -1.64
H -0.09 -4.07 -2.43
H -0.44 -4.35 -0.70
H -1.70 -3.72 -1.77
```

Properties
Charge: +1
HOMO in Eh: -0.3938
Total energy in a.u.: -2033.25305
Lowest unoccupied orbital energy in eV: -2.9586

Here are the Mulliken charges for atoms 1 to 5, given in e:
1 C -1.44
2 C -0.04
3 C -1.15
4 C 0.15
5 C -1.76

=====

No. 4
The molecule C23H28N2O3. Source: the OMol25 dataset; level of theory: wB97M-V/def2-TZVPD.

```
56
Properties=species:S:1:pos:R:3
C -5.81 -3.37 1.81
O -6.38 -3.06 0.56
C -6.11 -1.85 0.00
C -6.75 -1.58 -1.21
C -6.56 -0.38 -1.85
C -5.72 0.58 -1.30
C -5.07 0.32 -0.10
C -4.22 1.36 0.57
O -4.54 1.82 1.65
N -3.12 1.77 -0.11
C -2.55 1.11 -1.26
C -1.22 0.44 -0.87
C -0.25 1.47 -0.28
C 1.06 0.78 0.11
C 2.16 1.76 0.52
C 3.45 0.99 0.81
O 3.80 0.70 1.93
N 4.12 0.65 -0.33
C 5.30 -0.08 -0.47
C 5.78 -0.29 -1.77
C 6.94 -1.01 -1.97
C 7.64 -1.52 -0.89
C 7.18 -1.32 0.41
C 7.94 -1.87 1.58
C 6.01 -0.59 0.61
C -0.93 2.15 0.91
C -2.26 2.77 0.48
C -5.28 -0.89 0.56
H -6.18 -4.36 2.06
H -4.71 -3.40 1.75
H -6.11 -2.66 2.57
H -7.40 -2.34 -1.63
H -7.07 -0.18 -2.78
H -5.58 1.53 -1.79
H -3.24 0.37 -1.64
H -2.37 1.86 -2.03
H -0.79 -0.03 -1.76
H -1.42 -0.34 -0.14
H -0.03 2.22 -1.05
H 1.41 0.18 -0.74
H 0.87 0.09 0.94
H 2.33 2.49 -0.27
H 1.88 2.28 1.43
H 3.72 0.96 -1.20
H 5.23 0.11 -2.61
H 7.30 -1.17 -2.97
H 8.55 -2.08 -1.05
H 8.94 -1.43 1.61
H 7.43 -1.65 2.51
H 8.05 -2.95 1.48
H 5.64 -0.43 1.61
H -0.29 2.94 1.31
H -1.11 1.42 1.70
H -2.78 3.19 1.34
H -2.09 3.56 -0.26
H -4.78 -1.05 1.50
```

Properties
SMILES: COc1cccc(C(=O)N2CCC(CCC(=O)Nc3cccc(C)c3)CC2)c1
HOMO in Eh: -0.3115
Total energy in a.u.: -1228.50945
Lowest unoccupied orbital energy in eV: 0.5531
Energy above the lowest of the compared OMol25 structures with the same formula, charge and spin in kcal/mol: 4.9

Here are the Mulliken charges for atoms 1 to 5, given in e:
1 C -0.79
2 O -0.45
3 C 0.60
4 C -0.56
5 C -0.61

=====

No. 5
A structure of composition C48H62FeN5O4P2 at a distorted geometry. Source: the OMol25 dataset; level of theory: wB97M-V/def2-TZVPD.

```
122
Properties=species:S:1:pos:R:3
Fe 0.13 -0.06 0.36
C -3.26 2.46 1.57
C -2.16 1.44 1.74
O -1.78 0.83 0.70
C -1.57 1.31 3.00
C -0.25 0.79 3.22
C 0.34 0.98 4.59
N 0.48 0.30 2.26
N 1.87 0.30 2.54
C 2.58 0.28 1.45
O 2.14 0.10 0.24
C 4.05 0.52 1.61
C 4.83 0.74 0.48
C 6.20 0.94 0.59
C 6.80 0.92 1.84
C 6.02 0.72 2.98
C 4.66 0.53 2.86
H -2.79 3.42 1.35
H -3.87 2.56 2.46
H -3.89 2.19 0.72
H -2.06 1.77 3.85
H -0.38 1.45 5.26
H 1.24 1.60 4.53
H 0.65 0.02 5.00
H 4.34 0.77 -0.49
H 6.79 1.11 -0.29
H 7.87 1.07 1.93
H 6.49 0.72 3.96
H 4.04 0.38 3.74
C -5.12 6.20 -0.70
O -4.09 7.17 -0.78
C -2.97 6.82 -1.48
C -1.92 7.75 -1.45
C -0.75 7.49 -2.12
C -0.56 6.28 -2.82
C -1.63 5.37 -2.85
C -2.82 5.64 -2.19
N 0.67 6.07 -3.41
N 0.91 4.89 -3.92
C 0.87 3.72 -3.29
C 0.75 2.54 -4.07
C 0.52 1.31 -3.49
C 0.40 1.14 -2.09
O 0.09 0.00 -1.60
C 0.62 2.32 -1.26
N 0.49 2.18 0.08
C 0.79 3.18 0.86
C 1.28 4.40 0.38
C 1.35 4.59 -0.98
C 0.96 3.56 -1.85
H -5.89 6.63 -0.06
H -4.77 5.27 -0.27
H -5.55 5.99 -1.69
H -2.05 8.66 -0.89
H 0.07 8.19 -2.10
H -1.53 4.45 -3.41
H -3.62 4.91 -2.24
H 0.77 2.64 -5.14
H 0.39 0.43 -4.11
H 0.63 3.03 1.93
H 1.58 5.18 1.07
H 1.72 5.52 -1.39
C -4.48 -0.92 1.02
C -3.83 -1.93 0.08
P -2.29 -1.33 -0.79
C -2.11 -2.70 -2.07
C -3.19 -3.76 -2.25
C -3.05 -0.03 -1.87
C -4.16 -0.46 -2.84
H -5.35 -1.36 1.50
H -4.82 -0.03 0.48
H -3.79 -0.60 1.80
H -4.56 -2.26 -0.67
H -3.54 -2.82 0.65
H -1.18 -3.21 -1.82
H -1.91 -2.19 -3.01
H -3.31 -4.36 -1.35
H -2.91 -4.43 -3.06
H -4.16 -3.34 -2.50
H -2.23 0.41 -2.43
H -3.43 0.75 -1.21
H -3.81 -1.18 -3.57
H -4.52 0.41 -3.39
H -5.02 -0.89 -2.32
C 3.86 -2.65 0.09
C 3.02 -3.36 1.18
C 3.42 -2.85 2.58
C 3.39 -4.84 1.09
P 1.21 -2.82 0.84
C 1.11 -3.69 -0.79
C 1.36 -2.88 -1.91
C 1.43 -3.43 -3.18
C 1.25 -4.79 -3.37
C 1.00 -5.60 -2.27
C 0.93 -5.06 -1.00
C 0.05 -3.80 2.00
C -0.44 -2.72 2.98
C 0.62 -4.95 2.82
C -1.18 -4.29 1.22
H 4.89 -2.56 0.44
H 3.49 -1.66 -0.15
H 3.86 -3.24 -0.83
H 4.47 -2.53 2.58
H 3.31 -3.64 3.33
H 2.83 -1.99 2.90
H 4.47 -4.91 1.23
H 3.17 -5.26 0.11
H 2.92 -5.45 1.85
H 1.48 -1.81 -1.77
H 1.63 -2.78 -4.03
H 1.30 -5.21 -4.37
H 0.88 -6.67 -2.41
H 0.75 -5.71 -0.16
H 0.39 -2.27 3.53
H -1.14 -3.15 3.70
H -0.95 -1.91 2.44
H 1.46 -4.63 3.44
H 0.94 -5.79 2.20
H -0.16 -5.33 3.49
H -1.46 -3.59 0.44
H -2.03 -4.38 1.91
H -1.03 -5.26 0.76
```

Properties
Charge: -1
HOMO (spin up / spin down) in Eh: -0.1339 / -0.1510
Total energy in a.u.: -4387.43709
Lowest unoccupied orbital energy (spin up / spin down) in eV: 2.4451 / 1.6912
Spin multiplicity: 5
Energy above the lowest of the compared OMol25 structures with the same formula, charge and spin in kcal/mol: 8.7

Here are the Mulliken charges for atoms 1 to 5, given in e:
1 Fe 0.92
2 C -1.91
3 C 0.38
4 O 0.11
5 C -2.09